C32H38BBr2F40O11PSi2 | the ωB97M-V functional and the def2-TZVPD basis

Values from the calculation:
Highest occupied orbital energy, eV: -9.0
Gap between HOMO and LUMO, eV: 8.99
Max |F|, eV/A: 3.29
2S+1: 1
Lowest unoccupied orbital energy, eV: 0.0
E_tot, eV: -330834.3549

Last column: Mulliken charge in e.
Positions of all 127 atoms, in Å:
C1 3.92 0.09 0.82  -0.9043
B1 3.61 -0.43 -0.63  0.8938
O1 3.80 -1.75 -0.86  -0.6185
Si1 3.00 0.85 -2.06  -0.0374
C2 4.55 1.33 -3.05  -1.3607
C3 5.31 2.49 -2.42  0.4257
C4 6.57 2.01 -1.73  -1.5111
Br1 5.89 3.70 -3.87  -0.1913
O2 2.33 2.16 -1.23  0.5185
Si2 1.62 3.37 -2.05  -0.0981
O3 2.42 3.75 -3.43  -0.6163
C5 -0.18 3.08 -2.43  -0.7468
C6 -1.00 2.71 -1.21  -0.7642
O4 -0.78 1.31 -0.93  0.3002
C7 -1.91 0.59 -0.75  -0.0107
O5 -2.84 0.92 0.00  -0.5721
P1 1.87 5.17 -0.69  -0.2337
O6 1.31 4.54 0.70  -0.2248
Br2 0.31 6.61 -1.45  -0.0196
H1 4.76 0.76 0.82  0.3801
H2 3.08 0.60 1.27  0.0421
H3 4.19 -0.73 1.47  0.3336
H4 3.61 -1.96 -1.79  0.1583
H5 2.01 0.17 -2.90  -0.1078
H6 4.23 1.57 -4.05  0.6598
H7 5.16 0.45 -3.09  0.6284
H8 4.71 3.05 -1.73  0.0802
H9 7.36 1.93 -2.45  0.4875
H10 6.85 2.72 -0.97  0.4036
H11 6.40 1.04 -1.29  0.3024
H12 2.54 4.70 -3.56  0.2838
H13 -0.33 2.31 -3.17  0.4317
H14 -0.58 3.98 -2.86  0.5078
H15 -0.72 3.29 -0.35  0.0677
H16 -2.04 2.89 -1.41  0.6027
H17 -1.89 -0.34 -1.33  0.4296
H18 1.66 5.05 1.44  0.3163
C8 -1.19 0.81 3.07  -0.8949
C9 0.15 1.55 3.28  1.0233
C10 1.36 0.72 3.72  0.3284
F1 1.17 0.16 4.93  -0.2434
F2 2.43 1.54 3.81  -0.2683
F3 -0.03 2.58 4.13  -0.3140
F4 0.49 2.07 2.07  -0.2400
O7 -2.16 0.88 4.11  -0.4043
C11 -2.23 0.00 5.15  0.8150
C12 -2.06 0.71 6.50  0.1445
F5 -0.86 1.31 6.57  -0.2220
F6 -2.15 -0.20 7.49  -0.2491
F7 -1.38 -1.03 5.03  -0.2661
F8 -3.48 -0.53 5.14  -0.3353
H19 -1.66 1.34 2.24  0.3727
H20 -1.04 -0.21 2.72  0.4553
H21 1.58 -0.06 2.98  0.0234
H22 -2.84 1.47 6.62  0.2450
C13 -2.63 -4.45 5.15  -0.8751
C14 -3.07 -5.23 3.90  0.9951
C15 -4.53 -5.11 3.45  0.0711
F9 -5.38 -5.60 4.38  -0.2362
F10 -4.70 -5.83 2.32  -0.2662
F11 -2.74 -6.53 4.02  -0.3000
F12 -2.34 -4.72 2.86  -0.2941
O8 -2.52 -5.16 6.37  -0.3690
C16 -3.57 -5.32 7.24  0.8037
C17 -3.91 -6.80 7.45  0.1855
F13 -4.28 -7.37 6.28  -0.2235
F14 -4.95 -6.89 8.31  -0.2599
F15 -4.66 -4.60 6.88  -0.2801
F16 -3.17 -4.84 8.44  -0.3033
H23 -1.61 -4.15 4.94  0.4420
H24 -3.19 -3.52 5.27  0.3507
H25 -4.79 -4.07 3.24  0.2907
H26 -3.05 -7.33 7.85  0.2361
C18 0.54 -3.55 -5.22  -1.1692
C19 1.54 -2.43 -4.87  1.2291
C20 1.64 -1.23 -5.82  0.0349
F17 2.06 -1.60 -7.04  -0.2314
F18 2.55 -0.34 -5.33  -0.2144
F19 2.77 -2.96 -4.66  -0.3255
F20 1.12 -1.92 -3.68  -0.2071
O9 1.04 -4.73 -5.82  -0.3928
C21 1.15 -4.88 -7.18  0.8253
C22 2.60 -5.13 -7.60  0.1928
F21 3.38 -4.09 -7.25  -0.2112
F22 2.65 -5.27 -8.94  -0.2588
F23 0.60 -3.86 -7.86  -0.2897
F24 0.46 -5.99 -7.52  -0.2993
H27 0.18 -3.89 -4.25  0.4568
H28 -0.33 -3.16 -5.74  0.3375
H29 0.68 -0.72 -5.90  0.2614
H30 2.98 -6.04 -7.12  0.2439
C23 -4.35 9.00 -0.35  -0.7554
C24 -4.02 8.62 -1.80  0.8059
C25 -2.56 8.64 -2.23  0.4787
F25 -2.04 9.88 -2.17  -0.2475
F26 -2.48 8.23 -3.52  -0.2627
F27 -4.77 9.35 -2.65  -0.2835
F28 -4.42 7.32 -1.94  -0.3156
O10 -4.84 10.31 -0.09  -0.3943
C26 -4.02 11.37 0.18  0.8295
C27 -4.18 12.48 -0.86  0.1886
F29 -3.85 12.04 -2.09  -0.2169
F30 -3.35 13.50 -0.54  -0.2540
F31 -2.73 11.01 0.32  -0.2863
F32 -4.41 11.89 1.36  -0.3035
H31 -5.19 8.36 -0.08  0.4225
H32 -3.55 8.73 0.33  0.3560
H33 -1.96 7.96 -1.62  -0.1957
H34 -5.21 12.84 -0.87  0.2408
C28 1.82 -5.97 -1.07  -0.8948
C29 1.15 -4.69 -0.51  0.8572
C30 1.92 -3.88 0.53  0.1136
F33 2.11 -4.58 1.66  -0.2442
F34 1.18 -2.78 0.85  -0.1152
F35 -0.09 -4.98 -0.06  -0.2284
F36 1.00 -3.86 -1.59  -0.2122
O11 1.40 -7.22 -0.55  -0.4101
C31 1.99 -7.79 0.55  0.7696
C32 0.99 -7.99 1.69  0.1735
F37 0.50 -6.80 2.08  -0.1978
F38 1.62 -8.56 2.73  -0.2631
F39 3.08 -7.13 0.96  -0.2895
F40 2.39 -9.03 0.18  -0.3065
H35 1.50 -6.01 -2.11  0.3947
H36 2.90 -5.88 -1.09  0.3959
H37 2.88 -3.54 0.14  0.2266
H38 0.16 -8.63 1.36  0.2681

C32H38N2O6PS4Ti | the ωB97M-V functional and the def2-TZVPD basis

Values from the calculation:
<S²>: 3.780
Highest occupied orbital energy (alpha / beta), eV: -4.3 / -7.2
Gap between HOMO and LUMO (alpha / beta), eV: 4.41 / 7.15
Max |F|, eV/A: 4.82
2S+1: 4
Lowest unoccupied orbital energy (alpha / beta), eV: 0.1 / -0.1
E_tot, eV: -124812.9829
Energy above the lowest of the compared OMol25 structures with the same formula, charge and spin, eV: 1.260

Last column: Mulliken charge in e.
Positions of all 84 atoms, in Å:
Ti1 -0.54 -0.01 0.01  -0.6946
C1 0.73 -2.93 1.18  -0.7374
C2 -0.70 -2.98 1.73  -0.7457
O1 -1.23 -1.67 1.68  0.5217
C3 -2.60 -1.60 2.03  -1.1173
C4 -3.46 -1.71 0.77  -0.5268
O2 -3.04 -0.69 -0.12  0.1785
C5 -3.49 -0.88 -1.45  -0.5086
C6 -2.69 -2.01 -2.13  -1.1718
O3 -1.39 -2.00 -1.57  0.7142
C7 -0.72 -3.23 -1.72  -1.0396
C8 0.72 -3.05 -1.23  -0.5862
O4 0.80 -2.26 -0.06  0.0472
H1 1.15 -3.94 1.12  0.5516
H2 1.34 -2.32 1.86  0.0786
H3 -0.66 -3.33 2.77  0.5363
H4 -1.31 -3.68 1.14  0.2767
H5 -2.76 -0.62 2.48  0.2823
H6 -2.87 -2.38 2.75  0.4624
H7 -4.53 -1.58 1.02  0.4325
H8 -3.33 -2.70 0.31  0.2796
H9 -3.31 0.07 -1.96  -0.0072
H10 -4.56 -1.11 -1.47  0.5825
H11 -2.63 -1.84 -3.22  0.3771
H12 -3.17 -2.98 -1.96  0.4599
H13 -0.71 -3.54 -2.78  0.5388
H14 -1.24 -4.01 -1.14  0.3543
H15 1.28 -2.49 -1.99  0.0203
H16 1.18 -4.03 -1.08  0.5297
C9 -4.62 3.43 -1.81  -1.0937
C10 -4.25 3.15 -0.36  -0.0141
O5 -2.96 3.68 -0.07  -0.5568
P1 -1.73 2.63 0.06  1.8711
S1 -2.02 1.58 1.73  -0.6373
S2 -1.52 1.71 -1.69  -0.9369
O6 -0.52 3.66 0.23  -0.2688
C11 -0.59 4.65 1.27  -0.2780
C12 0.80 4.90 1.82  -1.1223
H17 -5.64 3.12 -2.00  0.3901
H18 -3.95 2.90 -2.47  0.2094
H19 -4.52 4.50 -2.00  0.3411
H20 -4.26 2.07 -0.15  -0.0538
H21 -4.95 3.64 0.33  0.3794
H22 -1.26 4.29 2.06  0.3760
H23 -1.02 5.56 0.83  0.2914
H24 1.22 3.98 2.21  0.1310
H25 0.74 5.63 2.62  0.4044
H26 1.45 5.29 1.04  0.3032
S3 3.47 -0.07 5.80  -0.2226
C13 2.59 -0.30 7.27  -0.3754
C14 1.25 -0.34 7.05  -0.5926
C15 0.90 -0.17 5.70  -0.4545
C16 1.99 -0.02 4.87  0.7133
C17 2.05 0.12 3.44  0.6124
C18 0.89 0.22 2.65  -0.8664
N1 0.91 0.26 1.31  1.5366
C19 2.13 0.21 0.68  -0.3025
C20 3.36 0.15 1.39  0.6572
C21 4.56 0.09 0.65  -1.2017
C22 4.55 0.05 -0.71  -1.1481
C23 3.34 0.03 -1.45  0.8935
C24 3.27 -0.12 -2.83  -1.5852
C25 2.01 -0.18 -3.46  0.8159
C26 0.86 -0.06 -2.65  -0.5983
N2 0.90 0.08 -1.32  0.9257
C27 2.12 0.13 -0.72  -0.3014
C28 1.90 -0.36 -4.88  0.6856
C29 2.89 -0.26 -5.83  -0.6022
C30 2.44 -0.49 -7.14  -0.5988
C31 1.11 -0.77 -7.20  -0.4642
S4 0.38 -0.76 -5.64  -0.0582
C32 3.30 0.11 2.79  -1.1355
H27 3.13 -0.40 8.19  0.4384
H28 0.53 -0.48 7.84  0.3843
H29 -0.11 -0.17 5.34  0.4150
H30 -0.08 0.27 3.12  -0.1384
H31 5.49 0.07 1.20  0.4440
H32 5.48 -0.01 -1.27  0.4453
H33 4.17 -0.23 -3.41  0.3505
H34 -0.11 -0.07 -3.12  -0.1503
H35 3.91 -0.01 -5.60  0.3852
H36 3.07 -0.44 -8.01  0.4047
H37 0.50 -0.97 -8.06  0.4298
H38 4.21 0.04 3.37  0.4344

C32H39AuN5O2S | the ωB97M-V functional and the def2-TZVPD basis

Values from the calculation:
<S²>: 2.007
Highest occupied orbital energy (alpha / beta), eV: -16.2 / -16.2
Gap between HOMO and LUMO (alpha / beta), eV: 6.63 / 4.66
Max |F|, eV/A: 0.53
2S+1: 3
Lowest unoccupied orbital energy (alpha / beta), eV: -9.6 / -11.6
E_tot, eV: -59863.1755
Net charge: +3
Energy above the lowest of the compared OMol25 structures with the same formula, charge and spin, eV: 0.000

Last column: Mulliken charge in e.
Positions of all 80 atoms, in Å:
Au1 0.05 -2.28 0.14  0.8760
C1 4.33 -2.83 1.00  -0.4809
O1 3.51 -2.83 2.24  -0.4069
C2 2.29 -2.63 1.87  0.1430
N1 2.06 -2.38 0.61  -0.2740
C3 3.36 -2.37 -0.11  -0.0980
C4 3.38 -3.23 -1.34  0.3387
C5 2.33 -4.06 -1.71  -0.1354
C6 2.42 -4.83 -2.87  -0.8947
C7 3.56 -4.78 -3.65  -0.5058
C8 4.62 -3.96 -3.28  -0.6732
C9 4.53 -3.19 -2.13  -0.4844
C10 1.16 -2.70 2.84  0.6819
C11 1.17 -2.82 4.22  -0.2988
C12 -0.06 -2.84 4.87  -0.5564
C13 -1.26 -2.73 4.17  -0.2675
C14 -1.19 -2.61 2.79  0.8654
N2 0.00 -2.61 2.21  -0.3418
C15 -2.27 -2.47 1.77  -0.0098
N3 -2.00 -2.42 0.50  -0.3544
C16 -3.28 -2.39 -0.24  -0.2260
C17 -4.30 -2.20 0.91  -0.5460
O2 -3.51 -2.41 2.14  -0.3740
C18 -3.38 -1.35 -1.33  0.5040
C19 -2.34 -0.50 -1.67  0.6454
C20 -2.49 0.40 -2.72  -0.5286
C21 -3.68 0.48 -3.41  -0.6849
C22 -4.73 -0.36 -3.06  -0.7664
C23 -4.58 -1.28 -2.03  -0.5585
H1 4.68 -3.86 0.87  0.3580
H2 5.17 -2.16 1.18  0.3676
H3 3.55 -1.33 -0.38  0.3361
H4 1.45 -4.19 -1.08  0.5024
H5 1.60 -5.48 -3.14  0.4200
H6 3.63 -5.38 -4.55  0.4299
H7 5.51 -3.92 -3.89  0.4229
H8 5.36 -2.55 -1.86  0.4259
H9 2.10 -2.90 4.76  0.5900
H10 -0.09 -2.94 5.95  0.5002
H11 -2.22 -2.74 4.67  0.5858
H12 -3.41 -3.38 -0.68  0.5162
H13 -5.10 -2.94 0.93  0.3548
H14 -4.71 -1.20 0.97  0.3534
H15 -1.39 -0.53 -1.15  -0.5979
H16 -1.66 1.04 -3.01  0.5061
H17 -3.80 1.18 -4.23  0.4688
H18 -5.67 -0.32 -3.60  0.4451
H19 -5.40 -1.95 -1.80  0.4583
C24 -1.53 5.21 1.72  -0.8236
C25 -2.81 4.48 2.10  -0.4948
C26 -3.40 3.58 1.02  -1.1208
C27 -2.51 2.42 0.57  -0.4849
N4 -1.46 2.87 -0.36  0.1983
C28 -0.25 2.36 -0.45  0.3720
S1 0.19 1.09 0.69  -0.1008
N5 0.66 2.78 -1.29  -0.0431
C29 2.03 2.27 -1.40  -0.3885
C30 3.05 3.40 -1.50  -0.9937
C31 3.45 4.04 -0.18  -0.4906
C32 2.31 4.72 0.58  -0.8660
H20 -1.25 5.92 2.49  0.4433
H21 -1.65 5.77 0.79  0.2910
H22 -0.68 4.53 1.60  -0.0054
H23 -3.57 5.21 2.38  0.3596
H24 -2.64 3.88 3.00  0.3098
H25 -3.65 4.18 0.13  0.3954
H26 -4.34 3.15 1.36  0.3845
H27 -3.09 1.63 0.08  0.0701
H28 -2.00 1.99 1.44  0.6160
H29 -1.73 3.59 -1.03  0.2954
H30 0.40 3.52 -1.94  0.2864
H31 2.08 1.59 -2.25  0.2813
H32 2.23 1.68 -0.49  0.2346
H33 2.66 4.15 -2.19  0.3816
H34 3.94 2.99 -1.99  0.4112
H35 4.23 4.77 -0.38  0.3727
H36 3.92 3.28 0.46  0.2755
H37 1.78 5.43 -0.06  0.2931
H38 2.70 5.27 1.43  0.4659
H39 1.59 4.00 0.97  0.0428

C32H39CdN4O4P2 | the ωB97M-V functional and the def2-TZVPD basis

Values from the calculation:
Highest occupied orbital energy, eV: -9.9
Gap between HOMO and LUMO, eV: 8.08
Max |F|, eV/A: 0.37
2S+1: 1
Lowest unoccupied orbital energy, eV: -1.8
E_tot, eV: -71105.9417
Net charge: +1
Energy above the lowest of the compared OMol25 structures with the same formula, charge and spin, eV: 0.428

Last column: Mulliken charge in e.
Positions of all 82 atoms, in Å:
Cd1 0.85 -0.86 -1.16  3.3414
N1 0.15 -3.03 -0.47  -0.5788
C1 -0.08 -4.12 -1.43  -0.7124
C2 -1.04 -3.72 -2.54  -0.2375
C3 -0.50 -2.70 -3.55  -0.7729
N2 -0.50 -1.33 -3.02  -0.6949
H1 0.84 -3.29 0.22  0.1986
H2 -0.70 -2.82 0.05  -0.1097
H3 -0.47 -5.01 -0.93  0.3803
H4 0.89 -4.39 -1.87  0.4085
H5 -1.97 -3.34 -2.10  -0.0184
H6 -1.31 -4.62 -3.09  0.3963
H7 -1.10 -2.76 -4.46  0.4299
H8 0.53 -2.96 -3.82  0.3640
H9 -1.43 -1.01 -2.79  0.0893
H10 -0.13 -0.70 -3.73  0.2943
C4 4.72 -0.49 -3.42  -1.6676
C5 3.63 -0.39 -2.40  0.1700
N3 2.40 -0.09 -2.71  0.1658
O1 2.15 -0.08 -4.11  -0.5290
C6 3.94 -0.61 -1.00  0.3273
C7 5.33 -0.53 -0.45  -1.6507
N4 2.93 -0.90 -0.20  0.6130
O2 3.13 -1.09 1.03  -0.7168
H11 4.33 -0.85 -4.37  0.4361
H12 5.51 -1.15 -3.06  0.4335
H13 5.16 0.49 -3.59  0.3265
H14 1.94 0.84 -4.30  0.3549
H15 6.00 0.03 -1.10  0.3836
H16 5.76 -1.52 -0.27  0.3588
H17 5.29 -0.03 0.52  0.3740
O3 0.16 -0.59 1.03  -0.7117
P1 0.29 0.76 1.68  1.2267
C8 -1.31 1.61 1.47  -1.6045
P2 -2.13 0.92 0.00  1.0315
O4 -1.21 0.79 -1.18  -1.1917
C9 -2.91 -0.64 0.44  0.9031
C10 -3.70 -1.24 -0.54  -0.5866
C11 -4.29 -2.47 -0.31  -0.7192
C12 -4.10 -3.12 0.90  -0.6076
C13 -3.32 -2.53 1.89  -0.5497
C14 -2.73 -1.29 1.66  -0.3755
C15 -3.47 2.06 -0.35  0.1741
C16 -4.61 2.11 0.46  -0.4150
C17 -5.60 3.04 0.20  -0.7294
C18 -5.47 3.91 -0.87  -0.4456
C19 -4.35 3.86 -1.68  -0.7443
C20 -3.35 2.94 -1.42  -0.4360
C21 1.55 1.81 0.94  0.8565
C22 1.32 2.48 -0.27  -0.3440
C23 2.34 3.17 -0.90  -0.8983
C24 3.61 3.20 -0.33  -0.6062
C25 3.85 2.54 0.87  -0.7018
C26 2.82 1.85 1.51  -0.6810
C27 0.66 0.61 3.42  0.1337
C28 1.37 -0.51 3.83  -0.1243
C29 1.70 -0.65 5.17  -0.7668
C30 1.32 0.33 6.09  -0.4854
C31 0.62 1.45 5.67  -0.7761
C32 0.29 1.59 4.33  -0.6259
H18 -1.19 2.68 1.30  0.7055
H19 -1.94 1.48 2.35  0.8026
H20 -3.87 -0.72 -1.48  0.4249
H21 -4.91 -2.92 -1.08  0.4964
H22 -4.56 -4.08 1.08  0.4315
H23 -3.18 -3.03 2.83  0.4774
H24 -2.11 -0.86 2.43  0.1988
H25 -4.72 1.42 1.29  0.3884
H26 -6.48 3.07 0.83  0.4231
H27 -6.25 4.64 -1.07  0.3991
H28 -4.25 4.54 -2.52  0.4150
H29 -2.47 2.88 -2.05  0.4142
H30 0.34 2.44 -0.74  0.3304
H31 2.15 3.69 -1.83  0.5007
H32 4.41 3.74 -0.81  0.4225
H33 4.83 2.57 1.32  0.4535
H34 3.03 1.33 2.43  0.3635
H35 1.68 -1.24 3.10  0.3117
H36 2.26 -1.51 5.50  0.4394
H37 1.59 0.21 7.13  0.4143
H38 0.33 2.21 6.39  0.4269
H39 -0.26 2.48 4.02  0.4041